Density functional theory data (ωB97M-V/def2-TZVPD) for a structure of composition C29H36N3O3RuS3.

Results
HOMO level (spin up / spin down), Eh: -0.3071 / -0.3467
HOMO-LUMO gap (spin up / spin down), eV: 6.087 / 6.825
Relative energy (zero: lowest compared OMol25 entry of this formula, charge and spin), kcal/mol: 296.2
Maximum force, eV Å⁻¹: 11.24
DFT total energy, eV: -76337.6959

```
! wB97M-V def2-TZVPD RIJCOSX def2/J DEFGRID3
* xyz 1 5
Ru 0.000 0.000 0.000
O 0.903 1.135 1.405
S 2.124 1.611 2.135
C 1.842 3.339 2.664
C 0.757 4.040 1.851
C -0.653 3.764 2.401
C -1.744 4.088 1.384
S -2.074 2.709 0.228
O -0.874 1.809 0.213
C -3.317 1.848 1.216
C -2.983 0.718 1.967
C -3.960 0.055 2.712
C -5.276 0.516 2.704
C -5.618 1.637 1.949
C -4.642 2.301 1.204
C 3.359 1.939 0.858
C 4.694 2.145 1.227
C 5.663 2.384 0.251
C 5.303 2.412 -1.096
C 3.977 2.199 -1.469
C 3.007 1.959 -0.495
H 2.788 3.884 2.585
H 1.575 3.309 3.725
H 0.832 3.777 0.790
H 0.926 5.123 1.908
H -0.795 4.406 3.279
H -0.748 2.734 2.761
H -1.464 4.955 0.776
H -2.677 4.342 1.895
H -1.958 0.346 1.969
H -3.691 -0.825 3.292
H -6.036 -0.005 3.280
H -6.647 1.989 1.934
H -4.925 3.165 0.609
H 4.990 2.112 2.272
H 6.699 2.540 0.539
H 6.058 2.592 -1.857
H 3.695 2.209 -2.519
H 1.973 1.782 -0.793
C -1.452 -2.282 -1.058
N -0.057 -1.846 -1.049
C 0.302 -1.258 -2.340
C 0.840 -2.951 -0.694
C 1.848 -2.426 0.279
C 2.942 -3.175 0.721
C 3.808 -2.637 1.674
C 3.579 -1.358 2.184
C 2.484 -0.616 1.741
C 1.616 -1.152 0.791
H -1.632 -3.080 -1.788
H -2.118 -1.443 -1.289
H -1.746 -2.646 -0.067
H 0.182 -1.972 -3.164
H 1.339 -0.905 -2.338
H -0.327 -0.386 -2.550
H 1.334 -3.385 -1.572
H 0.298 -3.762 -0.190
H 3.117 -4.175 0.336
H 4.659 -3.216 2.024
H 4.251 -0.940 2.928
H 2.295 0.378 2.133
C -2.780 -0.448 -4.802
N -3.669 -0.047 -3.738
C -5.021 0.191 -3.891
C -5.537 0.542 -2.705
N -4.534 0.537 -1.770
C -3.327 0.167 -2.385
S -1.870 0.036 -1.618
H -3.323 -0.536 -5.748
H -2.328 -1.411 -4.547
H -1.986 0.298 -4.903
H -5.522 0.092 -4.842
H -6.555 0.798 -2.454
H -4.626 0.761 -0.789
O -1.057 -0.653 1.207
*
```

Atomic partial charges in e from the Löwdin method, atoms 1 to 5:
1. Ru 1.33
2. O -0.60
3. S 1.01
4. C -0.27
5. C -0.24